[1]
28
Properties=species:S:1:pos:R:3 method="wB97M-V/def2-TZVPD" e_tot_ha=-891.93775 e_lumo_ev=2.61 homo_ev=-7.494 charge=-1 orbital_gap_ev=10.1060
N -0.7466 -0.7135 0.6161
O -0.4602 0.0481 1.5533
O -0.8599 -0.2695 -0.5235
O -0.2420 -1.8368 0.7013
O 0.8886 0.2058 3.8089
H 0.3840 0.2981 2.9923
H 0.9004 -0.7165 3.8893
O 1.9562 -1.8780 -0.7722
H 1.1600 -1.7642 -0.1647
H 2.0579 -2.8503 -0.7782
O -0.0191 1.3210 -3.3003
H 0.7308 0.8191 -2.9645
H -0.6921 1.2843 -2.6341
O -2.3074 2.0191 -1.6341
H -1.8272 1.4682 -0.9557
H -2.8093 2.6727 -1.1312
O -1.2683 2.7449 2.1099
H -0.9920 1.8745 1.7750
H -0.5230 2.9639 2.6584
O -1.3888 -1.7775 -3.3508
H -0.5707 -1.2576 -3.2229
H -1.8035 -1.9825 -2.5202
O 1.8414 -2.2266 2.1815
H 2.5301 -2.3869 1.5275
H 1.0228 -2.0841 1.7431
O 0.9710 1.7005 -0.3669
H 0.4654 0.8978 -0.2221
H 1.6015 1.4261 -1.0152

***

[2]
25
Properties=species:S:1:pos:R:3 method="wB97M-V/def2-TZVPD" e_tot_ha=-773.65958 e_lumo_ev=-3.74 homo_ev=-13.342 charge=+1 orbital_gap_ev=9.6040
Na -0.1898 0.0286 0.0944
O 0.0725 2.4598 -0.5959
H -0.7954 2.5078 -1.0660
H 0.6253 2.7821 -1.2966
O 0.3726 -2.1897 -0.6352
H 0.1167 -2.3500 -1.5292
H 0.2988 -3.0317 -0.1935
O 1.5611 0.3123 -1.7091
H 1.1431 0.6032 -2.5150
H 1.5428 1.1702 -1.2455
O -1.6332 1.1263 1.4969
H -2.4741 0.7106 1.6785
H -1.7278 2.0658 1.3872
O 2.9939 -1.1642 0.2145
H 2.2420 -1.2208 0.7960
H 2.5733 -0.9751 -0.6541
O -1.5256 0.0806 -1.7094
H -2.2621 -0.3833 -1.3039
H -1.9000 0.4397 -2.5179
O -1.3472 -1.6072 1.7391
H -1.5035 -2.4995 2.0646
H -2.1119 -1.4909 1.1366
O 1.3352 0.8633 1.7332
H 0.8046 1.4170 2.2426
H 1.7888 0.3450 2.3880

***

[3]
24
Properties=species:S:1:pos:R:3 method="wB97M-V/def2-TZVPD" smiles=O.O.O.O.O.O.O.O e_tot_ha=-611.50465 e_lumo_ev=0.07 homo_ev=-11.040 orbital_gap_ev=11.1072
O -15.9129 17.1057 37.2044
H -15.6973 16.3303 36.6744
H -16.3916 17.7039 36.6049
O -20.9131 15.1559 38.5252
H -21.7857 14.8789 38.2217
H -20.9820 15.1728 39.4873
O -17.1770 19.6651 36.5319
H -17.8467 19.0496 36.8845
H -17.2516 19.5819 35.5731
O -21.0582 20.0404 35.7220
H -22.0164 20.0196 35.8187
H -20.7215 19.6085 36.5159
O -21.7406 16.4033 34.8314
H -22.4004 15.7680 34.5306
H -21.3846 16.0264 35.6448
O -18.9289 17.5482 37.4519
H -18.2842 17.1280 38.0422
H -19.7834 17.2105 37.7503
O -17.3495 15.2681 39.9588
H -17.1336 16.0752 40.4520
H -17.3818 14.5687 40.6210
O -15.6169 17.7630 39.9872
H -15.8023 17.4752 39.0700
H -15.0782 17.0551 40.3566

***

[4]
24
Properties=species:S:1:pos:R:3 method="wB97M-V/def2-TZVPD" smiles=O.O.O.O.O.O.O.O e_tot_ha=-611.49279 e_lumo_ev=0.19 homo_ev=-10.433 orbital_gap_ev=10.6272
O 0.5481 -1.6513 -0.9639
H 0.2851 -0.8473 -0.4939
H 1.2511 -2.1043 -0.4519
O 0.0161 -0.0713 3.7371
H 0.1761 0.4127 2.9541
H -0.8939 -0.2133 3.6071
O 1.5751 -1.8433 2.0551
H 0.8821 -1.1633 2.1201
H 1.2841 -2.7383 2.1001
O 1.6251 1.1167 -2.1409
H 2.5041 1.1947 -1.8049
H 1.6611 0.3367 -2.6959
O -0.7229 1.6587 -3.3809
H 0.0701 1.3537 -2.9319
H -0.4679 2.0747 -4.1869
O -1.3899 -1.2293 1.5991
H -2.0169 -1.6423 2.1751
H -1.8569 -0.4803 1.3801
O 0.5091 0.8487 0.5931
H -0.3899 1.0277 0.2531
H 0.9531 0.8217 -0.2239
O -1.8639 1.1827 -0.7119
H -1.5029 1.5787 -1.5219
H -2.2349 0.3777 -1.0659

***

[5]
24
Properties=species:S:1:pos:R:3 method="wB97M-V/def2-TZVPD" smiles=O.O.O.O.O.O.O.O e_tot_ha=-611.46498 e_lumo_ev=0.42 homo_ev=-10.277 orbital_gap_ev=10.6953
O -0.7228 -0.2310 1.0418
H 0.1299 0.1811 1.2204
H -1.2394 -0.0547 1.8361
O 1.6065 -1.0847 2.3669
H 2.1542 -1.3505 3.1142
H 0.7074 -1.1145 2.7129
O -4.4488 2.0077 -0.0748
H -4.4000 2.7172 -0.7253
H -4.4205 2.4647 0.7733
O 2.3307 2.1051 -1.5783
H 1.7330 2.6300 -2.1226
H 2.3750 1.2554 -2.0312
O 3.1524 3.4617 0.2314
H 2.4156 2.8450 0.1554
H 2.7500 4.3262 0.0911
O 2.1079 -3.3440 -0.4056
H 2.8552 -2.7352 -0.4055
H 2.1529 -3.7704 -1.2688
O -0.5122 -2.4888 -1.5807
H -1.1398 -2.7907 -2.2470
H -0.2156 -3.3002 -1.1532
O -3.4650 -0.4918 0.0991
H -3.0032 -1.1350 -0.4505
H -3.2432 0.3580 -0.2978

***

[6]
24
Properties=species:S:1:pos:R:3 method="wB97M-V/def2-TZVPD" e_tot_ha=-611.34274 e_lumo_ev=-0.14 homo_ev=-8.668 orbital_gap_ev=8.5291
H 0.9917 0.7260 1.0922
H -0.0496 0.7493 -0.0147
H 5.2110 0.4866 -0.3471
H 6.3267 -0.4974 -0.6586
H -4.0717 -1.5572 -1.2691
H -3.9260 -0.6726 -0.0418
H 2.0017 -2.5717 0.9616
H 1.7236 -1.4690 1.9700
H 2.6761 -1.3020 -0.6488
H 3.3047 -0.0748 -0.0094
H -0.3523 2.9816 -0.9696
H -0.7680 4.4215 -0.7167
H -1.1345 -2.7251 -0.9282
H -2.5830 -2.2651 -0.9476
H -3.0424 1.8951 2.1835
H -4.3742 1.7583 1.4640
O 0.0674 0.5188 0.9138
O 6.1712 0.4021 -0.3492
O -4.5697 -1.2048 -0.5229
O 1.6051 -1.6968 1.0410
O 2.5088 -0.6181 0.0094
O -0.5672 3.8022 -1.4274
O -2.0288 -3.0375 -1.1063
O -3.4285 1.8488 1.3015

***

[7]
24
Properties=species:S:1:pos:R:3 method="wB97M-V/def2-TZVPD" smiles=O.O.O.O.O.O.O.O e_tot_ha=-611.48092 e_lumo_ev=0.26 homo_ev=-10.703 orbital_gap_ev=10.9632
O 0.1886 0.8670 -1.3457
H 1.0643 1.0237 -0.9748
H -0.2017 0.2114 -0.7568
O -1.1198 3.2874 0.4946
H -1.6812 3.5538 1.2314
H -1.3661 3.8888 -0.2173
O -3.2118 -0.9039 2.4004
H -3.6105 -0.6431 1.5626
H -2.8942 -1.7998 2.2402
O 1.9227 -1.7330 0.9029
H 2.7024 -2.2804 0.7562
H 2.1999 -1.1071 1.5814
O -1.1314 -1.4955 -0.0015
H -1.4646 -1.5051 -0.9059
H -0.1734 -1.5193 -0.1043
O 2.0182 1.8307 0.3824
H 1.2449 2.2964 0.0444
H 2.7632 2.3595 0.0753
O 4.2013 -1.2167 -0.4778
H 4.4918 -0.4137 -0.9249
H 4.3472 -1.0306 0.4566
O -3.6271 -0.8923 -2.0525
H -3.0998 -1.0790 -2.8375
H -3.5628 -1.6993 -1.5295

***

[8]
24
Properties=species:S:1:pos:R:3 method="wB97M-V/def2-TZVPD" smiles=O.O.O.O.O.O.O.O e_tot_ha=-611.47492 e_lumo_ev=-0.21 homo_ev=-10.422 orbital_gap_ev=10.2115
O -6.2875 10.4067 11.9991
H -6.2642 11.0031 12.7174
H -5.3811 10.0757 11.9911
O -8.5967 10.2579 10.2153
H -8.5630 9.9179 9.3169
H -7.7996 10.4587 10.6428
O -7.5999 12.7683 8.6296
H -8.3342 12.3429 9.0606
H -7.1320 11.9489 8.4985
O -9.8653 8.8667 7.9704
H -10.2033 9.2522 7.1876
H -9.7235 7.9234 7.7055
O -10.9569 11.8681 8.1348
H -10.6327 11.0667 8.4906
H -11.4957 12.2087 8.8358
O -10.6266 8.2808 10.8312
H -11.3913 8.7155 10.4830
H -10.0027 8.8834 10.4600
O -6.5653 10.4134 7.8852
H -5.6846 10.7560 7.8773
H -6.5421 9.7460 8.6389
O -7.6570 8.2456 12.5132
H -7.1650 9.0054 12.2655
H -7.2943 8.0667 13.3934

***

[9]
24
Properties=species:S:1:pos:R:3 method="wB97M-V/def2-TZVPD" smiles=O.O.O.O.O.O.O.O e_tot_ha=-611.50456 e_lumo_ev=0.14 homo_ev=-11.045 orbital_gap_ev=11.1845
O 0.3755 0.4752 -1.5836
H 0.5235 1.4122 -1.4156
H 0.4015 0.4382 -2.5196
O 2.5835 1.7832 0.1344
H 3.3665 1.6272 0.6504
H 1.7775 1.5622 0.6284
O 3.3505 0.2272 -2.0736
H 4.1825 0.6342 -1.9056
H 2.9885 0.4522 -1.1926
O -1.5075 -2.8918 1.5824
H -2.1005 -2.0868 1.5784
H -1.7205 -3.2758 0.7944
O 0.2175 -0.4208 1.0804
H 0.5045 -0.4628 0.1614
H -0.1385 -1.2678 1.2264
O -0.1075 2.5252 1.2774
H -0.4755 1.6732 1.2124
H -0.7105 3.0992 0.7624
O -2.8395 -0.5668 1.5334
H -3.6605 -0.9578 1.6574
H -2.6865 -0.3318 0.5964
O -1.8245 -1.2778 -1.2816
H -1.3455 -0.4368 -1.4476
H -1.1545 -1.9318 -1.4566

***

[10]
25
Properties=species:S:1:pos:R:3 method="wB97M-V/def2-TZVPD" e_tot_ha=-940.85402 e_lumo_ev=-0.19 homo_ev=-10.735 orbital_gap_ev=10.5410
Xe 8.2337 -9.1881 -17.3854
O 7.1659 -11.0305 -13.8599
H 6.4192 -10.9276 -14.4499
H 7.4318 -10.1350 -13.6510
O 12.0715 -9.0290 -17.7604
H 11.5754 -8.5309 -18.4101
H 12.9323 -8.6107 -17.7434
O 8.2232 -5.6683 -20.0602
H 9.0165 -6.1321 -19.7922
H 7.9797 -5.1474 -19.2950
O 5.7855 -7.2657 -19.3517
H 5.5327 -8.1371 -19.6568
H 6.4440 -6.9726 -19.9815
O 5.0310 -9.9070 -20.1715
H 4.8130 -9.8960 -21.1035
H 5.7528 -10.5316 -20.1012
O 7.8286 -11.1064 -20.2633
H 8.7643 -11.3053 -20.2978
H 7.7494 -10.2506 -20.6846
O 10.4317 -10.7392 -14.3253
H 9.7053 -10.2010 -14.6398
H 11.2118 -10.2098 -14.4908
O 5.4552 -6.4601 -16.7115
H 5.7819 -6.9348 -17.4759
H 4.5136 -6.3791 -16.8637

***

[11]
25
Properties=species:S:1:pos:R:3 method="wB97M-V/def2-TZVPD" e_tot_ha=-611.77858 e_lumo_ev=-3.20 homo_ev=-14.049 charge=+1 orbital_gap_ev=10.8490
O 1.3385 -1.0020 0.1803
H 2.0882 -0.3910 0.3831
H 0.6893 -1.5118 0.7239
O 2.0992 1.3763 -0.4666
H 1.8974 1.8711 0.3722
H 2.8374 1.8342 -0.8951
O 0.9979 1.7916 1.8673
H 0.3324 1.1500 2.1887
H 1.1565 2.4256 2.5708
O -2.3129 -0.8390 0.2631
H -3.2613 -0.9035 0.1217
H -1.6302 -1.4575 -0.4329
O -0.5555 -1.9666 -0.7697
H -0.7357 -2.8659 -1.0388
H 0.5297 -1.2774 -0.7025
O -1.4687 1.0040 -1.4701
H -2.0215 1.7897 -1.5210
H -1.8671 0.3370 -0.8337
O -0.7656 -0.2205 2.2530
H -0.9608 -0.5048 3.1490
H -1.5078 -0.5062 1.6722
O 0.7877 -0.0967 -1.8536
H -0.1418 0.1792 -2.1459
H 1.0551 -0.6053 -2.6323
H 1.4196 0.3894 -0.9831

***

[12]
26
Properties=species:S:1:pos:R:3 method="wB97M-V/def2-TZVPD" e_tot_ha=-591.74293 e_lumo_ev=-3.04 homo_ev=-13.299 charge=+1 orbital_gap_ev=10.2636
N 0.0624 -0.1899 0.0824
H -0.8340 -0.2409 -0.3802
H 0.6786 -0.8205 -0.4104
H -0.0566 -0.2758 1.0816
H 0.1455 0.7988 -0.1065
O -0.2472 1.9587 -0.6166
H 0.2367 2.4980 0.0089
H -1.0353 2.4658 -0.8114
O -0.1384 -0.6784 -2.7301
H 0.4168 -0.0173 -2.3167
H -0.3816 -0.2948 -3.5726
O 1.1534 -1.6640 -0.9985
H 2.1097 -1.6271 -0.9828
H 0.9522 -2.4949 -1.4289
O 2.0514 0.7749 1.3561
H 1.9137 1.1678 0.4942
H 2.6692 1.3621 1.7917
O -0.7317 1.6790 2.3512
H -0.3296 0.8441 2.5909
H -1.6628 1.4786 2.2566
O -1.5478 -0.4091 -1.1572
H -2.3755 -0.8805 -1.2525
H -0.9350 -0.8844 -1.7182
O -0.6768 -1.1543 2.0134
H -0.1447 -1.5560 2.7002
H -1.2930 -1.8399 1.7554